No. 1
{
  "formula": "C4H2O3",
  "method": "the ωB97M-V functional and the def2-TZVPD basis",
  "e_lumo_ev": -0.80,
  "e_homo_ev": -10.27,
  "homo_lumo_gap_ev": 9.5,
  "elements": ["C", "C", "C", "C", "O", "O", "O", "H", "H"],
  "positions_angstrom": [[-1.3085, -0.2598, 0.4699], [-1.2803, -1.1863, -0.3488], [1.2898, -1.0946, -1.3421], [-0.9089, 0.9839, 0.7695], [1.4838, -2.0913, -1.8183], [1.2184, 0.0137, -1.0100], [0.2791, 1.3138, 1.1404], [-1.5453, 1.7577, 0.6482], [0.7719, 0.5629, 1.4912]]
}

No. 2
{
  "formula": "C23H22ClN2O2PRe",
  "method": "the ωB97M-V functional and the def2-TZVPD basis",
  "total_charge": 2,
  "e_lumo_ev": [-7.57, -8.19],
  "spin_multiplicity": 4,
  "e_homo_ev": [-15.16, -15.13],
  "homo_lumo_gap_ev": [7.6, 6.9],
  "elements": ["Re", "O", "C", "O", "C", "C", "C", "C", "C", "C", "P", "C", "C", "C", "C", "C", "C", "C", "C", "C", "C", "C", "C", "H", "H", "H", "H", "H", "H", "H", "H", "H", "H", "H", "H", "H", "H", "C", "N", "C", "C", "N", "H", "H", "H", "H", "H", "H", "Cl", "C", "H", "H"],
  "positions_angstrom": [[0.1113, 0.1444, -0.0837], [3.9227, 1.0523, 0.2876], [2.9959, 0.5289, 0.8166], [2.0096, -0.0706, 0.0944], [2.8615, 0.3869, 2.3055], [4.0466, 0.4902, 3.0244], [4.0590, 0.3384, 4.4039], [2.8772, 0.0824, 5.0873], [1.6865, -0.0102, 4.3866], [1.6665, 0.1465, 2.9991], [0.0163, 0.0388, 2.2896], [-0.9795, 1.4388, 2.8022], [-0.4463, 2.4560, 3.5911], [-1.2311, 3.5582, 3.9074], [-2.5312, 3.6521, 3.4284], [-3.0573, 2.6487, 2.6222], [-2.2842, 1.5448, 2.3029], [-0.6971, -1.5167, 2.7970], [0.0381, -2.6721, 2.5117], [-0.4548, -3.9041, 2.8973], [-1.6717, -3.9845, 3.5706], [-2.3925, -2.8361, 3.8678], [-1.9107, -1.5931, 3.4830], [4.9616, 0.6760, 2.4787], [4.9942, 0.4094, 4.9426], [2.8787, -0.0491, 6.1610], [0.7673, -0.2139, 4.9254], [0.5666, 2.3903, 3.9669], [-0.8289, 4.3357, 4.5443], [-3.1422, 4.5061, 3.6909], [-4.0714, 2.7235, 2.2514], [-2.7004, 0.7653, 1.6765], [0.9967, -2.6075, 2.0071], [0.1091, -4.8019, 2.6836], [-2.0511, -4.9502, 3.8779], [-3.3270, -2.9052, 4.4092], [-2.4630, -0.7004, 3.7401], [-0.8261, 5.4408, 0.1817], [0.3548, 4.5904, -0.0988], [1.6762, 5.2404, -0.2922], [0.2567, 3.3175, -0.1143], [0.1944, 2.1529, -0.1247], [-0.9041, 6.1919, -0.6002], [-0.6956, 5.9244, 1.1476], [-1.7264, 4.8330, 0.1910], [1.5688, 6.0083, -1.0539], [2.4042, 4.5051, -0.6237], [1.9971, 5.6900, 0.6446], [-0.6127, -2.0364, -0.8592], [-1.7149, -0.5182, -0.9336], [-2.5904, -0.7523, -0.3366], [-1.9628, -0.3624, -1.9797]]
}

For the records above, the corresponding ΔE to the lowest compared entry with this formula, charge and spin values read 88.5 0.0 kcal/mol.